Entry 1:
51
Properties=species:S:1:pos:R:3:forces:R:3 method="wB97M-V/def2-TZVPD" e_tot_ev=-31656.009 relative_energy_kcal_mol=10.3 homo_lumo_gap_ev=7.87 e_lumo_ev=0.207 smiles="CCCCNC(=O)c1c(N)n(CCCOC)c2nc3ccccc3nc12"
C -7.418 -0.401 -1.076 0.0 -0.1 0.2
C -6.487 -0.921 0.013 0.1 0.2 -0.2
C -5.039 -0.508 -0.236 -0.1 -0.3 0.4
H -4.706 -0.901 -1.199 0.1 0.0 -0.1
H -4.972 0.582 -0.278 0.0 0.1 -0.1
C -4.107 -1.025 0.861 -0.2 -0.1 -0.2
N -2.741 -0.635 0.627 -0.1 0.2 0.0
C -1.753 -1.509 0.356 0.2 0.4 0.1
O -1.899 -2.734 0.351 -0.1 -0.4 0.0
C -0.466 -0.887 0.092 0.1 -0.3 0.0
C 0.698 -1.612 -0.161 -0.5 0.1 0.0
N 0.739 -2.946 -0.274 0.2 0.0 0.0
H 1.599 -3.463 -0.263 0.0 0.0 0.0
H -0.158 -3.380 -0.050 0.1 -0.1 0.0
N 1.767 -0.771 -0.341 0.0 -0.4 -0.1
C 1.322 0.518 -0.194 0.0 1.3 0.0
N 2.028 1.604 -0.284 0.0 -1.0 0.0
C 1.316 2.750 -0.101 -0.5 0.2 0.1
C 1.987 3.982 -0.179 -0.1 0.2 0.0
C 1.304 5.154 0.000 0.2 0.0 0.0
C -0.074 5.141 0.265 -0.2 0.0 0.0
C -0.756 3.959 0.349 0.1 0.2 0.0
C -0.086 2.734 0.169 0.5 0.3 -0.1
N -0.795 1.582 0.258 0.0 -0.8 0.0
C -0.098 0.482 0.077 0.0 0.4 0.0
H -1.816 3.931 0.552 -0.1 0.0 0.0
H -0.594 6.078 0.404 -0.1 0.1 0.0
H 1.823 6.099 -0.061 0.1 0.1 0.0
H 3.047 3.966 -0.384 0.1 0.0 0.0
C 3.137 -1.150 -0.569 0.4 -0.1 0.2
H 3.166 -1.986 -1.275 0.0 0.1 0.0
H 3.645 -0.292 -1.011 -0.1 -0.1 -0.1
C 3.848 -1.526 0.736 0.3 0.0 -0.4
C 5.278 -1.981 0.471 -0.1 -0.1 0.2
O 5.997 -0.915 -0.101 -0.3 0.1 0.0
C 7.339 -1.230 -0.362 0.1 -0.1 0.0
H 7.788 -0.339 -0.795 0.1 -0.1 0.0
H 7.873 -1.499 0.558 0.0 0.0 0.0
H 7.422 -2.064 -1.071 0.0 0.0 0.0
H 5.752 -2.294 1.415 0.0 0.0 -0.1
H 5.284 -2.848 -0.212 0.0 0.0 0.1
H 3.871 -0.650 1.384 -0.1 0.0 0.1
H 3.310 -2.325 1.250 0.0 0.0 0.0
H -2.511 0.350 0.580 0.1 0.0 0.0
H -4.435 -0.645 1.835 0.0 -0.1 -0.1
H -4.121 -2.118 0.886 -0.1 0.1 0.1
H -6.548 -2.011 0.054 0.0 0.0 0.1
H -6.811 -0.535 0.982 0.0 -0.1 0.1
H -8.443 -0.706 -0.882 -0.1 0.0 -0.1
H -7.122 -0.792 -2.048 0.0 0.0 -0.1
H -7.384 0.685 -1.121 0.0 0.1 0.0

---

Entry 2:
138
Properties=species:S:1:pos:R:3:forces:R:3 method="wB97M-V/def2-TZVPD" e_tot_ev=-95417.717 relative_energy_kcal_mol=217.4 homo_lumo_gap_ev=9.12 e_lumo_ev=-0.195
C 4.303 -2.120 6.424 0.1 -0.2 0.1
C 4.779 -0.897 7.227 0.4 -1.3 -0.3
C 5.019 0.356 6.422 -1.3 0.2 -1.0
O 6.166 1.053 6.778 1.8 0.2 0.3
C 6.134 2.475 6.594 -1.3 -0.8 0.2
N 3.886 -0.630 8.326 -0.5 0.9 0.5
H 5.042 -2.466 5.701 0.3 0.1 0.1
H 3.375 -2.073 5.854 -0.2 0.6 0.2
H 4.172 -2.916 7.157 0.0 -0.2 -0.1
H 5.751 -1.192 7.625 0.4 -0.1 -0.1
H 4.147 1.004 6.504 -0.3 0.2 0.3
H 4.989 0.035 5.381 0.6 0.2 -0.5
H 7.022 3.008 6.935 0.1 -0.7 0.2
H 5.273 2.767 7.195 0.0 0.8 -0.1
H 5.955 2.750 5.555 0.0 -0.1 -0.2
H 3.709 -1.401 8.954 0.2 -0.4 -0.2
H 4.399 0.045 8.873 -0.4 0.4 0.5
C -1.002 -1.468 -2.685 0.4 -0.4 1.3
C -1.261 -0.017 -2.266 -0.8 -0.4 -0.6
C -0.463 0.570 -1.106 -0.3 -1.6 0.9
O -0.458 -0.420 -0.041 -0.5 0.2 -1.4
C 0.534 -0.347 0.950 -1.0 0.7 -0.1
N -1.100 0.899 -3.358 0.5 1.0 -0.9
H -1.003 -1.754 -3.737 -0.1 0.6 -0.1
H -1.827 -1.986 -2.196 0.3 -0.6 -0.2
H -0.086 -1.847 -2.231 0.1 -0.1 -0.1
H -2.314 -0.085 -1.994 -0.2 0.6 0.5
H -0.999 1.450 -0.749 0.2 0.3 0.1
H 0.527 0.844 -1.468 0.3 -0.1 0.2
H 1.510 -0.619 0.548 0.2 0.0 0.3
H 0.169 -1.006 1.739 0.5 -0.2 0.0
H 0.499 0.662 1.359 0.6 0.2 0.2
H -1.537 0.609 -4.221 -0.1 -0.3 0.1
H -1.529 1.782 -3.124 0.0 0.3 0.0
C 1.182 6.774 -3.241 5.9 1.4 1.3
O 2.379 7.078 -3.327 0.2 -0.3 0.0
N 0.729 6.041 -2.264 -1.5 -2.5 2.2
N 0.303 7.310 -3.991 -4.0 1.2 -3.0
H 1.362 5.681 -1.564 -0.2 -0.1 -0.3
H -0.257 5.824 -2.273 0.3 -0.2 0.7
H 0.535 8.103 -4.571 -0.2 -0.6 -0.1
H -0.559 6.784 -4.006 -0.4 1.0 -0.7
C -1.785 -1.668 7.371 -1.2 -0.9 -0.4
O -2.850 -1.825 6.809 -0.8 0.8 -0.5
N -1.210 -2.623 8.061 1.5 -3.3 2.0
N -1.006 -0.610 7.415 0.4 3.3 -1.1
H -0.260 -2.458 8.363 -0.4 -0.7 0.3
H -1.732 -3.428 8.377 0.3 0.2 -0.3
H -0.110 -0.637 7.882 -0.4 0.6 -0.3
H -1.376 0.205 6.947 0.7 0.1 0.1
C -5.367 1.373 2.378 -3.1 4.4 0.1
O -5.254 2.228 1.546 1.2 1.5 -2.7
N -4.821 0.251 2.440 4.2 -7.1 -0.1
N -6.272 1.567 3.339 -1.9 0.2 2.7
H -4.154 -0.092 1.764 -0.1 0.6 0.0
H -5.009 -0.427 3.165 -0.2 0.3 -0.1
H -6.800 2.427 3.310 0.4 -0.2 0.1
H -6.091 1.133 4.233 -0.5 0.3 0.0
C 4.997 3.377 0.310 -1.9 2.7 1.0
O 4.144 4.110 0.741 -2.3 0.9 1.3
N 5.687 2.567 1.054 2.4 -2.9 2.4
N 5.337 3.436 -0.932 2.1 -0.7 -4.3
H 6.616 2.318 0.746 -0.2 -0.2 0.3
H 5.526 2.582 2.051 0.0 0.1 -0.3
H 4.989 4.150 -1.556 0.1 -0.1 0.4
H 6.222 2.991 -1.128 -0.3 0.2 -0.8
C -6.475 -2.356 -6.560 -0.9 0.0 -0.9
O -5.527 -1.902 -7.129 2.5 1.1 -0.5
N -6.684 -3.664 -6.456 -0.3 -2.3 0.6
N -7.489 -1.597 -6.136 -1.7 1.6 0.9
H -5.869 -4.260 -6.491 -0.4 0.0 -0.1
H -7.566 -4.006 -6.101 0.5 -0.2 0.1
H -8.386 -1.974 -5.865 0.3 0.1 0.0
H -7.468 -0.618 -6.380 0.1 -0.3 0.0
C -5.136 4.841 -4.696 4.6 0.0 2.8
O -3.945 5.102 -4.494 0.6 0.2 -0.3
N -5.807 4.316 -3.702 -2.3 -1.3 2.8
N -5.651 4.946 -5.853 -2.8 0.6 -4.5
H -6.802 4.151 -3.642 0.3 0.0 -0.3
H -5.257 4.063 -2.894 -0.2 0.4 -0.1
H -5.016 5.113 -6.620 -0.5 0.3 0.1
H -6.655 4.911 -5.961 0.4 -0.1 -0.5
C 0.362 5.432 4.799 -1.7 -0.8 -0.1
O -0.246 5.446 5.828 -2.2 0.2 1.8
N -0.106 5.037 3.607 -1.7 -1.0 -2.1
N 1.592 5.803 4.750 4.9 1.3 -0.4
H -1.091 4.846 3.488 0.3 -0.1 0.3
H 0.485 4.811 2.821 -0.1 0.3 0.3
H 2.114 5.623 3.904 0.3 0.6 0.4
H 1.934 6.404 5.486 0.2 -0.5 -0.2
C -0.721 -0.088 -9.300 3.4 -0.5 -2.7
O 0.235 0.368 -9.912 0.7 0.1 0.1
N -0.947 -1.369 -9.125 -0.2 -2.7 0.5
N -1.651 0.636 -8.817 -4.4 4.5 2.3
H -0.275 -2.025 -9.498 -0.6 0.0 0.1
H -1.876 -1.570 -8.784 0.6 -1.0 -0.2
H -1.608 1.638 -8.940 0.2 -0.3 -0.1
H -2.536 0.295 -8.471 0.3 -0.1 0.0
C -2.105 -5.359 2.346 -2.2 -0.5 -2.2
O -3.232 -4.940 2.169 -1.2 0.6 0.0
N -1.451 -5.284 3.447 1.1 0.7 3.0
N -1.448 -6.005 1.396 1.0 -1.6 -3.0
H -2.005 -4.709 4.065 1.2 0.2 0.9
H -0.462 -5.447 3.325 0.0 0.5 1.3
H -2.041 -6.356 0.658 0.3 0.1 0.0
H -0.621 -6.550 1.594 -0.2 0.0 0.0
C 3.510 0.888 -6.016 1.9 0.9 0.5
O 4.688 0.638 -6.228 0.1 0.0 -0.4
N 2.968 2.102 -5.930 0.1 2.6 -0.3
N 2.611 0.001 -5.688 -1.2 -2.9 0.2
H 2.020 2.165 -5.588 0.4 0.6 -0.1
H 3.608 2.880 -5.847 -0.4 0.0 -0.1
H 1.702 0.342 -5.409 0.0 -1.2 -0.1
H 2.947 -0.943 -5.814 -1.0 -0.1 0.3
C 6.921 -2.575 -0.902 0.1 1.9 0.5
O 7.388 -2.478 0.211 -0.4 0.0 1.3
N 7.419 -3.343 -1.821 1.4 -3.0 -2.5
N 5.962 -1.796 -1.447 -1.8 1.6 0.6
H 8.089 -4.050 -1.554 -0.2 0.2 -0.4
H 7.033 -3.252 -2.750 0.6 -0.7 0.1
H 5.617 -1.903 -2.391 0.1 0.1 0.4
H 5.629 -1.012 -0.905 0.0 -0.2 -0.2
C -8.367 -3.301 -0.308 -3.3 0.6 0.3
O -9.605 -3.394 -0.408 1.3 0.1 -0.8
N -7.701 -4.069 0.513 1.7 -2.5 2.2
N -7.614 -2.375 -0.897 0.6 1.8 -1.6
H -8.166 -4.890 0.871 0.1 0.4 0.1
H -6.746 -3.903 0.798 -0.2 -0.2 -0.2
H -6.663 -2.178 -0.619 -0.3 -0.1 -0.2
H -8.087 -1.715 -1.497 0.2 -0.1 0.3
C 3.786 -6.186 2.178 -3.2 1.0 0.3
O 2.832 -6.716 2.746 0.4 -0.5 -0.1
N 5.023 -6.500 2.177 4.6 -3.3 1.5
N 3.663 -5.093 1.450 -2.4 2.7 -1.6
H 5.716 -5.904 1.746 0.0 -0.6 0.4
H 5.234 -7.326 2.718 0.7 0.3 -0.2
H 2.696 -4.828 1.329 0.5 0.6 -0.3
H 4.444 -4.591 1.052 -0.6 0.0 0.0

---

Number 1: HOMO level -7.67 eV. Number 2: HOMO level -9.31 eV.